1.
{
  "formula": "C9H18F4LiN2O17S4",
  "method": "the ωB97M-V functional and the def2-TZVPD basis",
  "orbital_gap_ev": 8.5342,
  "charge": -1,
  "e_homo_ev": -6.627,
  "lumo_energy_ev": 1.908,
  "e_above_lowest_kcal_mol": 0.0,
  "multiplicity": 1,
  "fmax_ev_per_a": 3.04,
  "total_energy_ev": -101832.600,
  "species": ["Li", "N", "S", "O", "O", "F", "S", "O", "O", "F", "N", "S", "O", "O", "F", "S", "O", "O", "F", "C", "O", "C", "O", "O", "C", "H", "H", "H", "H", "H", "H", "C", "O", "C", "O", "O", "C", "H", "H", "H", "H", "H", "H", "C", "O", "C", "O", "O", "C", "H", "H", "H", "H", "H", "H"],
  "xyz": [[-16.07525, 14.18714, -10.39450], [-14.05563, 14.42991, -10.44444], [-13.64217, 15.25603, -9.15290], [-12.24151, 15.44231, -8.96787], [-14.43812, 15.02400, -7.98977], [-14.13803, 16.65377, -9.67841], [-13.20352, 13.01254, -10.20974], [-13.30811, 12.49513, -8.88858], [-12.00268, 12.92357, -10.94019], [-14.21611, 12.08492, -11.01203], [-15.80832, 18.29889, -13.22190], [-16.58461, 17.21658, -12.26669], [-15.90221, 15.97538, -12.11440], [-18.01013, 17.16570, -12.32306], [-16.26604, 18.00415, -10.92516], [-16.62281, 18.09256, -14.57867], [-17.69295, 19.01017, -14.83018], [-16.82195, 16.73485, -14.99795], [-15.48477, 18.56202, -15.62527], [-16.33353, 17.40282, -7.40285], [-17.69105, 17.10358, -7.70776], [-17.90698, 16.24773, -8.69433], [-17.06658, 15.76574, -9.41385], [-19.21119, 16.15793, -8.85153], [-19.66263, 15.24126, -9.84870], [-15.86420, 16.53217, -6.95503], [-16.27146, 18.27027, -6.75374], [-15.78569, 17.64710, -8.30992], [-19.58865, 15.73929, -10.80950], [-20.72686, 15.12318, -9.64316], [-19.13142, 14.29775, -9.77929], [-18.16594, 12.35628, -6.30655], [-17.85674, 12.69000, -7.65538], [-16.93781, 12.02577, -8.32408], [-16.55989, 12.43691, -9.38599], [-16.50862, 10.97371, -7.64507], [-15.43166, 10.23110, -8.20191], [-18.75459, 11.44159, -6.27940], [-18.76210, 13.18278, -5.92221], [-17.27743, 12.32958, -5.67738], [-14.88191, 10.73670, -8.98799], [-15.82761, 9.31657, -8.65253], [-14.72078, 9.95841, -7.42828], [-20.11989, 13.95277, -12.82781], [-19.41284, 12.73452, -13.01391], [-18.17002, 12.65679, -12.53022], [-17.60681, 13.47880, -11.86020], [-17.72832, 11.43741, -12.84161], [-16.40882, 11.13982, -12.44919], [-19.46865, 14.82148, -12.83926], [-20.83052, 13.85724, -12.00772], [-20.76503, 14.09788, -13.70236], [-15.98953, 10.32763, -13.03836], [-16.31215, 10.95272, -11.38177], [-15.71590, 11.96288, -12.64630]],
  "lowdin_charge": [0.624, -0.329, 0.448, -0.259, -0.284, -0.163, 0.524, -0.275, -0.232, -0.200, -0.273, 0.492, -0.303, -0.282, -0.182, 0.471, -0.297, -0.309, -0.218, -0.028, 0.028, -0.601, 0.060, 0.029, -0.029, 0.080, 0.095, 0.077, 0.076, 0.097, 0.088, -0.026, 0.022, -0.590, 0.077, 0.017, -0.019, 0.098, 0.097, 0.103, 0.061, 0.100, 0.102, -0.034, 0.020, -0.569, 0.098, 0.028, -0.056, 0.090, 0.092, 0.098, 0.100, 0.072, 0.092]
}



2.
{
  "formula": "C6H15NO",
  "method": "the ωB97M-V functional and the def2-TZVPD basis",
  "orbital_gap_ev": [2.3883, 7.9419],
  "charge": -1,
  "e_homo_ev": [1.315, -4.378],
  "lumo_energy_ev": [3.703, 3.564],
  "e_above_lowest_kcal_mol": 47.7,
  "s2": 0.752,
  "multiplicity": 2,
  "fmax_ev_per_a": 3.17,
  "total_energy_ev": -9999.844,
  "species": ["C", "N", "C", "C", "C", "C", "C", "H", "H", "H", "H", "H", "H", "H", "H", "H", "H", "H", "H", "H", "H", "H", "O"],
  "xyz": [[-0.46683, 1.41968, -1.73040], [0.12240, 0.38249, -0.82843], [-0.58786, -0.90656, -0.82917], [-0.78211, -1.34924, 0.64562], [0.51853, -1.72780, 1.29603], [1.29067, -2.73296, 0.88156], [-0.68254, 2.61157, -0.81411], [-1.37991, 1.13125, -2.24723], [0.12636, 1.68087, -2.61800], [1.12287, 0.31925, -1.00544], [-1.53247, -0.89780, -1.38784], [0.06106, -1.64283, -1.32683], [-1.29825, -0.49277, 1.07343], [-1.52580, -2.14698, 0.63235], [0.71378, -1.18920, 2.23576], [2.13730, -3.03584, 1.47131], [1.17146, -3.27799, -0.07790], [-1.14604, 3.54550, -1.15006], [-1.24143, 2.21257, 0.08928], [0.22176, 2.77329, -0.20393], [1.79659, 1.00501, 2.25774], [0.48558, 1.01612, 1.39758], [0.87488, 1.30237, 2.23867]],
  "lowdin_charge": [-0.304, -0.088, -0.284, -0.314, -0.336, -0.199, -0.142, 0.085, 0.091, 0.111, 0.077, 0.086, 0.080, 0.028, 0.064, -0.019, -0.011, 0.055, 0.079, 0.056, 0.023, -0.023, -0.116]
}



3.
{
  "formula": "ClO5S2",
  "method": "the ωB97M-V functional and the def2-TZVPD basis",
  "orbital_gap_ev": 9.7940,
  "charge": -1,
  "e_homo_ev": -6.191,
  "lumo_energy_ev": 3.603,
  "e_above_lowest_kcal_mol": 11.7,
  "multiplicity": 1,
  "fmax_ev_per_a": 2.71,
  "total_energy_ev": -44431.377,
  "species": ["O", "O", "O", "O", "O", "S", "S", "Cl"],
  "xyz": [[-1.75227, 0.22429, -0.82462], [0.55681, -0.93888, -0.96644], [2.62934, 0.29964, -0.83485], [0.16980, 1.07798, 0.44132], [-0.64805, -1.08800, 1.00746], [1.54673, -0.30222, -0.07875], [-0.95335, 0.12934, 0.33981], [-2.16644, 1.12720, 1.81053]],
  "lowdin_charge": [-0.324, -0.496, -0.446, -0.504, -0.402, 0.839, 0.136, 0.196]
}



4.
{
  "formula": "C17H16BBrCl4O2S",
  "method": "the ωB97M-V functional and the def2-TZVPD basis",
  "orbital_gap_ev": 8.4054,
  "e_homo_ev": -9.100,
  "lumo_energy_ev": -0.695,
  "multiplicity": 1,
  "fmax_ev_per_a": 1.93,
  "total_energy_ev": -153630.810,
  "species": ["Cl", "B", "Cl", "Cl", "O", "C", "C", "C", "C", "C", "Cl", "C", "C", "H", "H", "H", "H", "H", "C", "S", "C", "C", "C", "C", "C", "C", "C", "Br", "C", "C", "O", "H", "H", "H", "H", "H", "H", "H", "H", "H", "H", "H"],
  "xyz": [[-2.29935, -1.82331, -1.42698], [-2.80102, -1.42709, 0.32450], [-2.43269, 0.46453, 0.62769], [-4.68073, -1.56700, 0.54005], [-2.08424, -2.23992, 1.23186], [-1.48223, -1.78974, 2.40876], [0.04662, -1.93652, 2.32793], [0.79439, -1.39248, 3.37762], [2.14117, -1.72967, 3.50500], [2.74200, -2.54364, 2.53372], [4.34183, -3.11571, 2.78435], [2.02185, -2.96878, 1.40860], [0.66690, -2.63800, 1.28973], [-1.68451, -0.70646, 2.56500], [0.29575, -0.72059, 4.08265], [2.72080, -1.38467, 4.35479], [2.50514, -3.57184, 0.64460], [0.08072, -2.93687, 0.41692], [-4.51756, -3.47739, 4.91547], [-3.95070, -2.64465, 3.40930], [-4.27265, -0.94422, 3.97616], [-2.06004, -2.57400, 3.56573], [-1.65807, -4.05459, 3.51849], [-0.39508, -4.48279, 4.22850], [-0.11219, -4.07136, 5.53784], [1.06451, -4.48284, 6.16599], [1.96550, -5.29911, 5.47324], [3.64328, -5.73635, 6.26087], [1.66238, -5.75525, 4.18131], [0.45221, -5.39531, 3.58859], [-2.34340, -4.87365, 2.92191], [-5.60944, -3.45228, 4.83226], [-4.16997, -4.51198, 4.89480], [-4.19680, -2.94228, 5.81336], [-5.34181, -0.79023, 3.79815], [-4.03845, -0.88914, 5.04609], [-3.68967, -0.23975, 3.37509], [-1.81941, -2.10450, 4.53404], [-0.83248, -3.43590, 6.04554], [1.30204, -4.14576, 7.16803], [2.37293, -6.36996, 3.63878], [0.16618, -5.79324, 2.61486]],
  "lowdin_charge": [0.481, -1.837, 0.428, 0.440, -0.164, -0.373, -0.151, -0.028, -0.091, -0.683, 0.684, -0.082, 0.014, 0.089, 0.127, 0.107, 0.110, 0.124, -0.230, 1.106, -0.228, -0.264, -0.339, -0.150, -0.025, -0.109, -0.666, 0.738, -0.100, -0.001, 0.103, 0.070, 0.064, 0.062, 0.070, 0.062, 0.051, 0.132, 0.111, 0.103, 0.109, 0.134]
}



5.
{
  "formula": "C4H4BrN",
  "method": "the ωB97M-V functional and the def2-TZVPD basis",
  "orbital_gap_ev": 10.4021,
  "e_homo_ev": -10.953,
  "lumo_energy_ev": -0.551,
  "e_above_lowest_kcal_mol": 77.1,
  "multiplicity": 1,
  "fmax_ev_per_a": 8.17,
  "total_energy_ev": -75741.018,
  "species": ["C", "C", "C", "C", "N", "Br", "H", "H", "H", "H"],
  "xyz": [[0.23577, -2.03852, 0.27216], [-0.87437, 0.62521, -0.28680], [0.30584, 0.90500, 0.64730], [0.37485, -0.07519, -0.48630], [0.15711, -3.07675, 0.68879], [1.52124, -0.01662, -1.99290], [-1.65718, 0.08881, 0.04944], [-1.36534, 1.23011, -1.12043], [0.95099, 1.81422, 0.57903], [0.35109, 0.54373, 1.64972]],
  "lowdin_charge": [-0.152, -0.174, -0.125, -0.747, 0.018, 0.751, 0.063, 0.147, 0.121, 0.097]
}



6.
{
  "formula": "C5H11NO2",
  "method": "the ωB97M-V functional and the def2-TZVPD basis",
  "orbital_gap_ev": [6.9349, 7.2372],
  "e_homo_ev": [-7.624, -7.655],
  "lumo_energy_ev": [-0.689, -0.418],
  "e_above_lowest_kcal_mol": 146.6,
  "multiplicity": 1,
  "fmax_ev_per_a": 1.72,
  "total_energy_ev": -10942.911,
  "species": ["C", "C", "C", "C", "N", "C", "O", "O", "H", "H", "H", "H", "H", "H", "H", "H", "H", "H", "H"],
  "xyz": [[-0.42316, -0.71239, -1.59517], [2.55799, 0.31736, 1.04648], [-1.51229, -1.48836, 0.59301], [-1.16349, -0.36603, -0.32019], [-0.67216, 1.97958, -0.57257], [-1.21717, 0.93673, 0.09840], [0.86524, -0.61443, -1.12370], [1.24983, 0.14526, 0.67578], [0.15735, 1.76180, -1.11122], [-0.84300, 2.90847, -0.22594], [-0.65429, -1.73902, -1.91004], [-0.64181, -0.00259, -2.40862], [-1.84186, 1.18818, 0.94751], [2.92329, 1.35496, 0.94251], [2.73652, -0.03681, 2.07544], [3.21484, -0.29343, 0.39717], [-0.58534, -1.97157, 0.91245], [-2.01888, -1.13312, 1.49050], [-2.13158, -2.23461, 0.08820]],
  "lowdin_charge": [-0.274, -0.179, -0.069, -0.289, 0.091, -0.173, -0.047, -0.112, 0.095, 0.095, 0.120, 0.114, 0.124, 0.076, 0.088, 0.099, 0.084, 0.077, 0.077]
}



Repeat the third record exactly.
{
  "formula": "ClO5S2",
  "method": "the ωB97M-V functional and the def2-TZVPD basis",
  "orbital_gap_ev": 9.7940,
  "charge": -1,
  "e_homo_ev": -6.191,
  "lumo_energy_ev": 3.603,
  "e_above_lowest_kcal_mol": 11.7,
  "multiplicity": 1,
  "fmax_ev_per_a": 2.71,
  "total_energy_ev": -44431.377,
  "species": ["O", "O", "O", "O", "O", "S", "S", "Cl"],
  "xyz": [[-1.75227, 0.22429, -0.82462], [0.55681, -0.93888, -0.96644], [2.62934, 0.29964, -0.83485], [0.16980, 1.07798, 0.44132], [-0.64805, -1.08800, 1.00746], [1.54673, -0.30222, -0.07875], [-0.95335, 0.12934, 0.33981], [-2.16644, 1.12720, 1.81053]],
  "lowdin_charge": [-0.324, -0.496, -0.446, -0.504, -0.402, 0.839, 0.136, 0.196]
}



What did the fourth record say?
{
  "formula": "C17H16BBrCl4O2S",
  "method": "the ωB97M-V functional and the def2-TZVPD basis",
  "orbital_gap_ev": 8.4054,
  "e_homo_ev": -9.100,
  "lumo_energy_ev": -0.695,
  "multiplicity": 1,
  "fmax_ev_per_a": 1.93,
  "total_energy_ev": -153630.810,
  "species": ["Cl", "B", "Cl", "Cl", "O", "C", "C", "C", "C", "C", "Cl", "C", "C", "H", "H", "H", "H", "H", "C", "S", "C", "C", "C", "C", "C", "C", "C", "Br", "C", "C", "O", "H", "H", "H", "H", "H", "H", "H", "H", "H", "H", "H"],
  "xyz": [[-2.29935, -1.82331, -1.42698], [-2.80102, -1.42709, 0.32450], [-2.43269, 0.46453, 0.62769], [-4.68073, -1.56700, 0.54005], [-2.08424, -2.23992, 1.23186], [-1.48223, -1.78974, 2.40876], [0.04662, -1.93652, 2.32793], [0.79439, -1.39248, 3.37762], [2.14117, -1.72967, 3.50500], [2.74200, -2.54364, 2.53372], [4.34183, -3.11571, 2.78435], [2.02185, -2.96878, 1.40860], [0.66690, -2.63800, 1.28973], [-1.68451, -0.70646, 2.56500], [0.29575, -0.72059, 4.08265], [2.72080, -1.38467, 4.35479], [2.50514, -3.57184, 0.64460], [0.08072, -2.93687, 0.41692], [-4.51756, -3.47739, 4.91547], [-3.95070, -2.64465, 3.40930], [-4.27265, -0.94422, 3.97616], [-2.06004, -2.57400, 3.56573], [-1.65807, -4.05459, 3.51849], [-0.39508, -4.48279, 4.22850], [-0.11219, -4.07136, 5.53784], [1.06451, -4.48284, 6.16599], [1.96550, -5.29911, 5.47324], [3.64328, -5.73635, 6.26087], [1.66238, -5.75525, 4.18131], [0.45221, -5.39531, 3.58859], [-2.34340, -4.87365, 2.92191], [-5.60944, -3.45228, 4.83226], [-4.16997, -4.51198, 4.89480], [-4.19680, -2.94228, 5.81336], [-5.34181, -0.79023, 3.79815], [-4.03845, -0.88914, 5.04609], [-3.68967, -0.23975, 3.37509], [-1.81941, -2.10450, 4.53404], [-0.83248, -3.43590, 6.04554], [1.30204, -4.14576, 7.16803], [2.37293, -6.36996, 3.63878], [0.16618, -5.79324, 2.61486]],
  "lowdin_charge": [0.481, -1.837, 0.428, 0.440, -0.164, -0.373, -0.151, -0.028, -0.091, -0.683, 0.684, -0.082, 0.014, 0.089, 0.127, 0.107, 0.110, 0.124, -0.230, 1.106, -0.228, -0.264, -0.339, -0.150, -0.025, -0.109, -0.666, 0.738, -0.100, -0.001, 0.103, 0.070, 0.064, 0.062, 0.070, 0.062, 0.051, 0.132, 0.111, 0.103, 0.109, 0.134]
}